Record 1
The following is a quantum chemistry calculation of 2 unconnected molecules or ions with the total composition C2H9NS, from the Open Molecules 2025 dataset.

Highest occupied orbital energy: -0.2248 hartree
Max |F|: 3.14 eV Å⁻¹
Frontier orbital gap: 5.731 eV
ΔE to the lowest compared entry with this formula, charge and spin: 2.813 eV
Spin multiplicity: 1

Atoms and positions in Å:
S1 1.3442 -0.8497 1.0705
H1 2.3730 -0.9140 0.1443
C1 -1.2538 -0.6960 -0.6570
N1 -1.3091 0.7710 -0.8858
C2 -0.0518 1.5535 -0.4003
H2 -2.2287 -1.1519 -0.8399
H3 -1.2585 -0.7495 0.4278
H4 -0.5106 -1.3483 -1.0954
H5 -1.3619 0.9316 -1.8317
H6 -2.1245 1.1478 -0.4516
H7 0.7816 1.1280 -0.9271
H8 -0.2757 2.5719 -0.6967
H9 0.0948 1.4376 0.6856

Forces on the atoms, in the same order (eV/Å):
S 1.05 -0.23 -0.47
H -0.71 0.07 0.68
C -2.14 -0.85 1.95
N 2.49 -0.79 1.74
C -1.32 -0.05 0.10
H -0.33 0.45 -0.85
H 0.94 -0.50 -0.04
H 0.63 0.94 -0.03
H -0.36 0.69 -2.82
H -0.67 0.22 0.40
H 0.36 -0.08 0.04
H 0.15 0.32 -0.04
H -0.09 -0.19 -0.68

***

Record 2
The following is a quantum chemistry calculation of C5H7NO in the gas phase, from the Open Molecules 2025 dataset.

Highest occupied orbital energy: -0.2839 hartree
Max |F|: 0.69 eV Å⁻¹
Frontier orbital gap: 8.521 eV
ΔE to the lowest compared entry with this formula, charge and spin: 0.800 eV
Spin multiplicity: 1

Atoms and positions in Å:
C1 1.2926 -1.3517 -0.1694
N1 0.4549 -0.2006 0.0723
C2 0.8606 1.1194 0.1451
C3 -0.2575 1.9023 0.1775
C4 -1.3925 1.0504 0.0640
C5 -0.9064 -0.2322 0.0393
O1 -1.4947 -1.4588 -0.0245
H1 0.9536 -1.8971 -1.0540
H2 1.2922 -2.0427 0.6757
H3 2.3070 -0.9986 -0.3502
H4 1.9101 1.3749 0.1180
H5 -0.3030 2.9779 0.2655
H6 -2.3556 1.3868 -0.2801
H7 -2.3735 -1.3852 0.3673

Forces on the atoms, in the same order (eV/Å):
C 0.18 -0.14 0.01
N -0.15 0.04 -0.01
C 0.06 0.00 0.03
C 0.09 0.08 -0.16
C 0.00 0.00 -0.32
C 0.24 0.20 -0.10
O -0.23 0.10 -0.04
H 0.01 0.09 0.09
H 0.00 0.08 -0.01
H -0.04 -0.07 0.07
H -0.13 -0.07 0.14
H 0.15 -0.10 -0.14
H -0.34 -0.18 0.58
H 0.14 -0.04 -0.14

***

Record 3
The following is a quantum chemistry calculation of 4 unconnected molecules or ions with the total composition C4H13NO3, from the Open Molecules 2025 dataset.

Highest occupied orbital energy (alpha / beta): -0.5351 / -0.5349 hartree
Expectation value of S²: 0.76
Max |F|: 4.50 eV Å⁻¹
Total charge: +1
Frontier orbital gap (alpha / beta): 9.068 / 5.887 eV
ΔE to the lowest compared entry with this formula, charge and spin: 3.804 eV
Spin multiplicity: 2

Atoms and positions in Å:
C1 1.0114 -1.5209 -0.1720
C2 -0.2959 -1.3218 -0.7675
C3 -0.3929 -1.1979 -2.1312
C4 -2.2919 -0.4577 0.1061
N1 -1.3204 -1.2684 0.1823
H1 1.5428 -0.5214 -0.0041
H2 1.5584 -2.1987 -0.9508
H3 1.2375 -2.1265 0.7616
H4 -1.2065 -0.7949 -2.6382
H5 0.3999 -1.4630 -2.8125
H6 -3.1266 -0.6705 0.8594
H7 -2.5671 0.4783 -0.6020
H8 -0.4170 1.3301 1.2156
H9 -0.2019 -0.1145 1.9129
O1 -0.1712 0.8800 2.0886
H10 0.1135 1.1852 -0.9325
H11 0.4901 2.1911 0.1721
O2 -0.2803 1.9109 -0.3464
H12 1.6836 1.2894 1.5503
H13 2.3982 2.4265 1.5363
O3 1.8360 1.9646 0.9718

Forces on the atoms, in the same order (eV/Å):
C 3.76 -1.84 -0.58
C -1.08 -0.32 4.02
C 0.32 -0.46 -1.04
C -3.51 1.13 0.71
N 1.16 0.99 -3.39
H -0.47 -1.19 -0.62
H -0.21 1.72 1.18
H -1.44 0.93 -0.73
H -1.78 0.56 -0.43
H 0.50 -0.06 0.33
H 1.09 0.41 -1.08
H 1.54 -2.06 1.47
H 0.04 -1.11 1.40
H -0.17 2.17 0.50
O -0.54 -1.90 -0.88
H -0.73 1.87 1.11
H 0.79 0.60 -0.12
O -0.34 -1.86 -2.08
H -1.70 -3.47 2.30
H 1.88 2.38 0.88
O 0.88 1.52 -2.95

***

Record 4
The following is a quantum chemistry calculation of a gas-phase ion, C3H6NO (charge +1), from the Open Molecules 2025 dataset.

Highest occupied orbital energy (alpha / beta): -0.4725 / -0.6515 hartree
Expectation value of S²: 2.02
Max |F|: 10.21 eV Å⁻¹
Total charge: +1
Frontier orbital gap (alpha / beta): 8.273 / 8.061 eV
ΔE to the lowest compared entry with this formula, charge and spin: 0.000 eV
Spin multiplicity: 3

Atoms and positions in Å:
C1 1.0224 -0.8961 0.4382
C2 0.5729 0.9514 -0.9934
C3 -1.2189 -0.0343 0.4180
N1 0.1542 -0.0714 0.0119
O1 1.6706 0.9761 -1.4017
H1 0.7773 -1.6579 1.1675
H2 2.0401 -0.8343 0.0603
H3 -0.2652 1.6084 -1.2497
H4 -1.4552 0.9450 0.8416
H5 -1.4325 -0.8046 1.1579
H6 -1.8655 -0.1824 -0.4506

Forces on the atoms, in the same order (eV/Å):
C 2.30 -1.91 0.86
C -8.44 -2.61 5.12
C -1.70 0.48 0.11
N 0.77 3.58 -3.25
O 6.67 0.35 -2.63
H -0.23 0.18 -0.08
H -0.23 -0.09 0.15
H 0.37 0.29 -0.38
H 0.11 -0.16 0.07
H 0.26 0.02 -0.10
H 0.11 -0.13 0.12

***

Record 5
The following is a quantum chemistry calculation of 2 unconnected molecules or ions with the total composition C34H27BF6O3S, from the Open Molecules 2025 dataset.

Highest occupied orbital energy: -0.2482 hartree
Max |F|: 2.34 eV Å⁻¹
Frontier orbital gap: 2.964 eV
Spin multiplicity: 1

Atoms and positions in Å:
C1 6.3526 4.0239 1.9218
C2 5.1693 3.2178 1.5316
C3 3.8369 3.3612 1.8388
C4 2.9882 2.2589 1.4054
C5 3.6532 1.2470 0.7491
B1 3.5274 -0.4364 0.5022
C6 3.3713 -0.4703 -1.1390
C7 4.4074 -0.7088 -2.0267
C8 4.1979 -0.5343 -3.4025
C9 5.3088 -0.7398 -4.3903
F1 5.1576 0.0297 -5.5137
F2 6.5297 -0.4362 -3.8666
F3 5.3655 -2.0446 -4.8173
C10 2.9653 -0.1665 -3.9063
C11 1.9596 0.0272 -2.9853
C12 0.6566 0.5717 -3.3844
F4 -0.3491 -0.2790 -2.9914
F5 0.4995 1.7682 -2.7167
F6 0.4675 0.8344 -4.6925
C13 2.1142 -0.1876 -1.6125
O1 4.7962 -1.0210 0.9317
C14 4.4721 -2.0485 1.8505
C15 2.9687 -1.9318 2.1588
O2 2.4147 -1.0154 1.2156
S1 5.3565 1.7176 0.7038
H1 6.0495 4.9508 2.4085
H2 6.9638 3.4423 2.6223
H3 6.9923 4.2856 1.0731
H4 3.4791 4.2121 2.4082
H5 1.9168 2.2316 1.5879
H6 5.3915 -0.9940 -1.6639
H7 2.7780 -0.0109 -4.9584
H8 1.2731 -0.0571 -0.9392
H9 4.6900 -3.0251 1.3894
H10 5.0849 -1.9428 2.7542
H11 2.4841 -2.9145 2.0855
H12 2.8107 -1.5355 3.1750
C16 -7.8550 -3.3414 3.5343
C17 -7.1223 -3.5207 2.3585
C18 -5.8158 -3.0318 2.2517
C19 -5.2334 -2.4691 3.3909
O3 -3.9229 -1.9996 3.4080
C20 -3.4659 -1.1826 2.3655
C21 -3.2292 0.1688 2.6711
C22 -2.4048 0.9006 1.8332
C23 -2.0250 0.4050 0.5584
C24 -1.4709 1.3101 -0.4220
C25 -2.1321 1.5651 -1.6684
C26 -1.8325 2.7324 -2.4525
C27 -2.3520 2.9061 -3.7241
C28 -3.2340 1.9650 -4.2837
C29 -3.5607 0.8287 -3.5333
C30 -3.0774 0.6587 -2.2420
C31 -2.2723 -0.9640 0.2931
C32 -3.0278 -1.7457 1.1615
C33 -5.9384 -2.3179 4.5911
C34 -7.2711 -2.7150 4.6400
H13 -8.8893 -3.6937 3.5931
H14 -7.5514 -4.0362 1.5028
H15 -5.2582 -3.0903 1.3218
H16 -3.6873 0.6000 3.5601
H17 -2.0983 1.9039 2.1158
H18 -0.6593 1.9739 -0.0971
H19 -1.1200 3.4540 -2.0517
H20 -2.0337 3.7667 -4.3187
H21 -3.5955 2.0740 -5.3072
H22 -4.1761 0.0496 -3.9908
H23 -3.3658 -0.2384 -1.6893
H24 -1.8561 -1.4157 -0.6065
H25 -3.2962 -2.7815 0.9339
H26 -5.4303 -1.8577 5.4394
H27 -7.8398 -2.5414 5.5562

Forces on the atoms, in the same order (eV/Å):
C 0.26 0.14 0.13
C -1.44 -0.82 -0.33
C 0.04 -0.12 -0.15
C 0.72 0.28 -0.31
C 1.24 0.19 1.29
B 0.44 1.82 -1.40
C -0.16 -1.06 1.60
C 0.09 0.31 -1.04
C 0.56 -0.20 0.07
C 0.59 -0.20 -0.19
F 0.15 -0.60 0.72
F -0.80 -0.31 -0.47
F 0.11 0.92 0.18
C -0.14 0.18 0.29
C -0.35 -0.34 0.20
C 0.12 -0.06 0.02
F -0.07 0.79 -0.26
F -0.43 -0.50 -0.48
F -0.04 -0.14 0.54
C 0.25 0.38 -1.46
O -0.72 -0.64 0.48
C 0.30 -0.10 -0.36
C -0.20 0.39 0.20
O 0.19 -0.84 0.36
S -0.25 -0.05 -0.09
H -0.01 0.00 0.05
H 0.00 0.22 -0.05
H -0.12 -0.06 0.03
H -0.11 0.00 -0.02
H 0.10 -0.03 0.17
H -0.14 0.12 0.05
H 0.16 0.06 -0.01
H 0.11 0.05 0.10
H 0.03 0.07 0.16
H -0.07 -0.08 -0.05
H -0.07 0.17 0.00
H -0.01 -0.14 -0.14
C -0.07 -0.07 -0.02
C 0.17 0.26 0.11
C -0.11 0.00 0.72
C -0.44 0.22 -0.03
O 0.00 0.79 -1.02
C 0.15 -0.37 0.77
C 0.13 -0.58 -0.27
C 0.02 0.47 -0.51
C 0.46 -1.31 0.55
C -1.48 0.85 -0.34
C 0.18 0.03 -0.19
C 0.39 -0.39 0.21
C -0.18 0.29 -0.09
C 0.77 -0.17 0.64
C -0.13 -0.17 0.14
C 0.04 -0.34 -0.09
C -0.75 0.08 -0.33
C 0.16 0.21 0.12
C 0.06 -0.01 -0.52
C 0.14 -0.18 -0.03
H 0.42 0.14 -0.05
H -0.07 0.17 0.17
H -0.24 -0.14 0.21
H 0.47 -0.17 -0.05
H -0.22 -0.01 -0.07
H -0.36 0.05 -0.19
H -0.22 -0.17 -0.15
H -0.20 -0.25 0.31
H 0.07 0.04 0.35
H 0.08 0.32 0.32
H 0.04 0.41 -0.22
H -0.14 0.13 0.14
H 0.61 0.37 0.15
H -0.20 -0.13 -0.24
H 0.12 -0.16 -0.33

***

Record 6
The following is a quantum chemistry calculation of a gas-phase ion, C5H11N2O (charge -1), from the Open Molecules 2025 dataset.

Highest occupied orbital energy: -0.0853 hartree
Max |F|: 3.71 eV Å⁻¹
Total charge: -1
Frontier orbital gap: 5.961 eV
ΔE to the lowest compared entry with this formula, charge and spin: 0.922 eV
Spin multiplicity: 1

Atoms and positions in Å:
H1 -0.6835 -0.7772 4.0578
N1 -1.4161 -0.5713 3.3859
C1 -1.1416 -0.5493 2.1319
N2 -0.0077 -0.9842 1.5104
C2 0.3254 -0.9801 0.1089
C3 1.2491 0.1649 -0.3670
C4 0.4257 1.2449 -1.0956
C5 -0.3856 0.7072 -2.4049
O1 -1.1979 1.6166 -2.9429
H2 -1.9564 -0.1574 1.4923
H3 0.7411 -0.9434 2.1900
H4 -0.5995 -1.0208 -0.5172
H5 0.7153 -1.9608 -0.1513
H6 1.9981 -0.0992 -1.1368
H7 1.8496 0.4291 0.5200
H8 0.9396 2.1901 -1.1755
H9 -0.3985 1.4280 -0.3307
H10 0.4434 0.5192 -3.1123
H11 -0.9004 -0.2564 -2.1631

Forces on the atoms, in the same order (eV/Å):
H 0.40 -0.44 -0.45
N -0.41 0.83 -0.19
C -0.85 -0.04 0.06
N 0.04 0.60 1.16
C -0.50 -0.45 -1.57
C 0.26 -0.17 -0.87
C -2.63 -1.09 2.38
C 0.92 1.84 -0.09
O -0.43 0.10 0.38
H 0.54 -0.53 -0.04
H 0.39 -0.40 -0.44
H 0.43 0.57 0.88
H 0.60 -0.22 0.25
H -0.16 -0.88 0.41
H -0.23 0.60 -0.23
H 0.24 0.20 -0.69
H 0.47 0.39 -0.88
H 0.54 -0.89 -0.22
H 0.37 -0.02 0.14

***

Number 1: total energy -534.42629 Eh. Number 2: total energy -324.69506 Eh. Number 3: total energy -440.25025 Eh. Number 4: total energy -247.45879 Eh. Number 5: total energy -2559.71220 Eh. Number 6: total energy -381.81133 Eh.